{
  "formula": "C6H13NS",
  "method": "ωB97M-V/def2-TZVPD",
  "elements": ["C", "C", "C", "C", "C", "C", "H", "H", "H", "H", "H", "H", "H", "H", "H", "H", "H", "H", "H", "N", "S"],
  "positions_angstrom": [[-2.31588, -1.03327, -0.62769], [-1.52176, -0.85538, 0.68285], [-0.56072, 1.43261, 0.70631], [-0.98928, 2.16901, -0.59843], [0.85619, -0.50568, 0.09186], [1.02434, -1.95920, -0.18304], [-2.46477, -0.06617, -1.11034], [-1.92427, -1.79443, -1.33435], [-3.38214, -1.37977, -0.52274], [-2.12188, -0.36912, 1.44353], [-1.19413, -1.77727, 1.05147], [-1.17716, 1.53728, 1.62511], [0.38988, 1.90227, 1.04479], [-0.24742, 1.99495, -1.38609], [-1.84997, 1.63083, -0.98684], [-1.27702, 3.21142, -0.47294], [1.82268, -2.02155, -0.89818], [0.18172, -2.58870, -0.44019], [1.41952, -2.36466, 0.73407], [-0.33678, -0.03637, 0.45946], [2.20157, 0.42819, -0.14967]],
  "forces_ev_per_angstrom": [[-1.6240, -0.6216, -0.2842], [-0.3473, 0.6261, -1.5136], [1.4419, 0.4208, 0.1844], [-0.5570, -1.4380, 0.4065], [-0.3376, 0.4654, -0.5995], [0.1410, -0.4101, 0.4908], [0.4100, -0.3159, -0.2002], [0.3690, 0.7650, 0.4159], [0.9257, 0.1701, 0.6446], [-0.1083, 0.0212, 0.0446], [0.2441, -1.5051, 0.6742], [-0.3372, -0.1052, -1.0310], [-0.3372, -0.6903, -0.4061], [0.2470, 0.4753, 0.4409], [-0.3584, 0.3897, 0.0008], [0.3625, -0.0189, 0.0989], [0.1150, -0.3431, -0.3981], [-0.3676, 0.2813, -0.2767], [0.2829, -0.3883, 0.4703], [-0.3498, 1.7806, 0.7289], [0.1853, 0.4409, 0.1087]],
  "mulliken_charge": [-0.74, -0.85, -0.84, -0.91, 0.72, -1.35, 0.17, 0.22, 0.35, 0.35, 0.49, 0.40, 0.40, 0.26, 0.16, 0.39, 0.42, 0.30, 0.32, 0.07, -0.33],
  "smiles": "CCN(CC)C(C)=S",
  "e_tot_ev": -18757.678,
  "fmax_ev_per_a": 1.96,
  "lumo_energy_ev": 0.8,
  "de_lowest_kj_mol": 57.8,
  "homo_lumo_gap_ha": 0.3199
}

{
  "formula": "C16H16AuN2O4",
  "method": "ωB97M-V/def2-TZVPD",
  "elements": ["Au", "C", "O", "C", "C", "C", "C", "C", "C", "N", "N", "C", "O", "C", "C", "C", "C", "C", "C", "C", "O", "H", "H", "H", "H", "H", "H", "H", "H", "H", "H", "H", "H", "C", "O", "H", "H", "H", "H"],
  "positions_angstrom": [[0.13990, -0.30873, 0.36214], [4.20098, -1.75045, -0.74123], [4.71845, -0.45101, -0.99285], [4.08352, 0.69767, -0.65759], [4.87678, 1.82615, -0.74313], [4.40905, 3.10401, -0.43729], [3.11498, 3.25743, -0.02520], [2.26077, 2.13222, 0.05994], [0.95879, 2.40296, 0.56654], [0.02466, 1.54869, 0.82315], [-1.20787, 1.92582, 1.32461], [-2.02500, 0.92732, 1.42258], [-1.71554, -0.29929, 0.98532], [-3.35968, 1.10102, 2.01156], [-3.78513, 2.36885, 2.40745], [-5.03999, 2.52548, 2.96628], [-5.87002, 1.42399, 3.13472], [-5.44657, 0.16218, 2.74299], [-4.19281, -0.00243, 2.17843], [2.72404, 0.83879, -0.29353], [1.95134, -0.25545, -0.34794], [5.01644, -2.42390, -0.99016], [3.34292, -1.96801, -1.37407], [3.93904, -1.87795, 0.31043], [5.90147, 1.67481, -1.05687], [5.07116, 3.95432, -0.51039], [2.72897, 4.23101, 0.24515], [0.70312, 3.42638, 0.82445], [-3.13236, 3.21984, 2.27386], [-5.37284, 3.50772, 3.27241], [-6.85106, 1.55135, 3.57253], [-6.09370, -0.69370, 2.87705], [-3.85799, -0.98257, 1.87068], [0.82426, -3.30526, -0.44757], [-0.08359, -2.39070, 0.22664], [0.83264, -3.11315, -1.51801], [0.50011, -4.32004, -0.23392], [1.80512, -3.12945, -0.02042], [-1.00277, -2.56605, -0.02020]],
  "forces_ev_per_angstrom": [[-0.1321, -0.3381, 0.2256], [0.0516, 0.0150, 0.0571], [-0.0941, 0.0424, -0.1578], [-0.0778, -0.0380, 0.0578], [0.0509, 0.1849, 0.0665], [0.0518, -0.0971, -0.0385], [-0.0767, -0.1661, 0.0067], [0.0881, 0.0489, -0.0168], [-0.1010, 0.1059, 0.1826], [-0.0556, 0.1746, -0.3642], [-0.0290, -0.0060, 0.1452], [0.0899, -0.0301, -0.1887], [-0.0663, 0.2653, 0.2954], [0.0141, 0.0085, -0.0428], [-0.0165, 0.0091, 0.0145], [0.0023, -0.0004, -0.0010], [-0.0050, 0.0036, -0.0005], [0.0049, 0.0067, -0.0044], [-0.0112, -0.0026, -0.0041], [0.0027, -0.0903, -0.0700], [0.1971, -0.0610, 0.0515], [-0.0056, -0.0137, 0.0152], [0.0239, 0.0121, -0.0141], [-0.0110, 0.0140, 0.0098], [0.0029, 0.0036, 0.0058], [0.0060, -0.0051, -0.0106], [-0.0120, -0.0061, 0.0096], [0.0096, -0.0027, -0.0065], [0.0048, -0.0056, -0.0006], [-0.0028, -0.0006, -0.0002], [0.0012, -0.0018, 0.0041], [-0.0004, -0.0008, -0.0024], [0.0000, -0.0003, 0.0051], [0.0743, -0.0215, -0.0503], [0.0597, 0.0599, -0.2502], [-0.0027, 0.0166, 0.0061], [-0.0209, 0.0099, 0.0087], [-0.0267, 0.0141, 0.0008], [0.0115, -0.1071, 0.0557]],
  "mulliken_charge": [1.13, -0.67, -0.45, 0.46, -0.46, -0.78, -0.98, 0.37, 0.46, 0.32, -0.86, 0.50, -0.67, 0.64, -0.33, -0.65, -0.41, -0.66, -0.35, 0.75, -1.07, 0.34, 0.15, 0.33, 0.43, 0.41, 0.37, 0.52, 0.43, 0.40, 0.40, 0.40, 0.38, -0.43, -0.58, 0.32, 0.34, 0.12, 0.39],
  "e_tot_ev": -31704.860,
  "fmax_ev_per_a": 0.43,
  "charge": 1,
  "lumo_energy_ev": -4.6,
  "homo_lumo_gap_ha": 0.2496
}

{
  "formula": "H28O18S",
  "method": "ωB97M-V/def2-TZVPD",
  "elements": ["S", "O", "O", "O", "O", "O", "H", "H", "O", "H", "H", "O", "H", "H", "O", "H", "H", "O", "H", "H", "O", "H", "H", "O", "H", "H", "O", "H", "H", "O", "H", "H", "O", "H", "H", "O", "H", "H", "O", "H", "H", "O", "H", "H", "O", "H", "H"],
  "positions_angstrom": [[0.16132, 0.26617, 0.02109], [0.05032, -0.18883, 1.40309], [-1.10468, 0.70017, -0.43491], [0.98532, 1.45217, 0.05909], [0.68032, -0.70783, -0.84391], [0.47032, -1.13283, -3.46691], [0.46732, -0.95783, -2.49991], [1.18432, -1.86683, -3.42791], [2.93032, 1.05217, 1.35809], [2.76732, 0.87317, 2.35009], [2.05732, 1.28317, 0.82809], [-2.41268, -1.05883, -0.46191], [-2.50668, -1.20883, -1.40991], [-1.55268, -0.58383, -0.22491], [0.47932, -3.23383, -1.22391], [0.50432, -2.22183, -1.27791], [0.77232, -3.52983, -0.32691], [-0.51868, 0.98417, 3.64309], [-0.60868, 0.20417, 4.32609], [-0.42168, 0.28717, 2.78509], [1.33832, -1.88883, 2.70609], [0.69532, -2.16883, 3.40509], [0.67232, -1.28083, 2.33909], [3.04932, -1.43183, -0.60391], [2.12232, -1.26983, -0.70991], [3.36432, -0.84683, 0.04109], [-1.59468, -1.87383, -2.90291], [-2.01268, -2.22483, -3.71991], [-0.70668, -1.85983, -3.07191], [0.56532, 3.76417, 1.15009], [0.62632, 2.86517, 0.89209], [0.17632, 3.52717, 1.95109], [-2.56268, 0.85917, 2.18209], [-2.25068, 1.66717, 1.55009], [-1.80668, 0.49417, 2.50609], [-1.60868, 1.19217, -2.61491], [-1.11968, 1.06917, -1.64191], [-1.68368, 0.34117, -2.81591], [-1.03668, -2.53483, 1.46209], [-0.24368, -1.90483, 1.73709], [-1.64568, -1.99283, 0.94709], [1.65332, 2.50817, -2.11691], [2.18232, 1.84117, -2.68091], [1.49032, 2.30117, -1.16191], [-1.71168, 2.89217, 0.19809], [-1.11368, 3.45417, -0.45991], [-1.22268, 2.09017, 0.25909]],
  "forces_ev_per_angstrom": [[1.7970, 1.7930, 3.3979], [-0.1112, -0.0604, -0.1540], [-0.5810, 1.4214, 1.3022], [0.6639, 1.4255, -0.4209], [0.7977, -1.9271, -2.0958], [4.3857, -1.6179, 0.0967], [0.1129, 1.1715, -0.5614], [-1.3567, 1.6479, -0.5162], [0.1298, -0.3952, 2.1700], [-0.0552, 0.4784, -2.7385], [1.9306, -0.4682, 1.7559], [-0.9648, -1.7464, 1.3595], [0.7694, -0.0626, 0.2565], [-3.8256, -1.7337, -1.5107], [0.5505, 0.3905, -0.0467], [-0.2439, -2.8462, 1.2302], [-0.4878, 1.0391, -1.0765], [0.7701, -5.3345, 0.1583], [0.2351, 2.5924, -1.3337], [0.7126, 3.1658, 2.4191], [-1.3499, -0.5168, 2.0257], [1.3463, -0.6288, -0.1737], [2.0667, 1.0716, -0.4521], [1.3846, -2.0971, -1.6040], [-0.2825, 0.2414, 0.2107], [0.4747, 1.5910, 1.6208], [-6.9180, -1.3968, -0.1011], [0.4385, 0.4486, 0.9582], [3.2879, -0.1594, -1.1498], [1.2857, 1.8728, -0.5988], [0.7477, -1.2634, -1.5366], [-1.4290, 0.4955, 2.7396], [-3.3387, 4.2870, -4.0289], [-1.3962, -2.9023, 2.4900], [2.3140, -0.9819, 1.2460], [1.7505, 5.5469, 2.1896], [-2.1415, 1.1085, -3.9839], [-0.7800, -5.7049, -1.8665], [2.3585, 0.8170, 1.7080], [-3.7130, -3.0084, -1.9644], [-0.3353, -0.0127, -0.3866], [1.1733, -0.1675, -1.8695], [-1.5173, 1.3197, 2.3491], [0.7333, -0.7112, -1.5736], [0.4368, 4.0387, -1.8946], [-1.9998, -1.7028, 2.3195], [0.1737, -0.5180, -0.3648]],
  "mulliken_charge": [-0.26, -0.01, -0.31, -0.15, -0.34, -0.76, 0.27, 0.47, -0.77, 0.24, 0.28, -0.91, 0.37, 0.43, -0.75, 0.54, 0.36, -0.67, 0.29, 0.49, -0.62, 0.41, 0.38, -0.81, 0.34, 0.42, -0.55, 0.21, 0.28, -0.67, 0.25, 0.37, -0.75, 0.42, 0.21, -0.86, 0.44, 0.35, -0.78, 0.26, 0.32, -0.70, 0.26, 0.34, -0.79, 0.39, 0.08],
  "e_tot_ev": -48140.866,
  "fmax_ev_per_a": 7.06,
  "charge": -2,
  "lumo_energy_ev": 5.1,
  "de_lowest_kj_mol": 1035.3,
  "homo_lumo_gap_ha": 0.3204
}

{
  "formula": "C4H16KO4",
  "method": "ωB97M-V/def2-TZVPD",
  "elements": ["K", "C", "O", "H", "H", "H", "H", "C", "O", "H", "H", "H", "H", "C", "O", "H", "H", "H", "H", "C", "O", "H", "H", "H", "H"],
  "positions_angstrom": [[-0.29753, -0.46073, -1.11713], [-0.03179, 1.53101, 0.81688], [0.53472, 1.19285, -0.36659], [0.09719, 2.58116, 1.07890], [-1.10225, 1.32563, 0.81199], [0.33299, 0.90669, 1.63252], [1.48220, 1.33020, -0.29581], [0.15262, -1.14517, 1.58545], [-0.68861, -1.41680, 0.49799], [0.93233, -0.40773, 1.39488], [-0.31566, -0.84513, 2.52289], [0.71107, -2.06272, 1.77077], [-1.26104, -2.15643, 0.71452], [2.67806, -0.42798, -1.49121], [1.44568, -1.14981, -1.21961], [2.46460, 0.62841, -1.32816], [3.50270, -0.70758, -0.83555], [3.00738, -0.58567, -2.51823], [1.73343, -1.99011, -0.85535], [-2.49443, 0.78782, -0.13470], [-2.10886, 0.04792, -1.30368], [-2.23169, 1.84504, -0.17150], [-3.58105, 0.79468, -0.04923], [-2.11398, 0.32496, 0.77586], [-2.84820, 0.05945, -1.91592]],
  "forces_ev_per_angstrom": [[-1.0830, 0.1864, -8.2161], [-0.8657, 1.7038, 3.5060], [3.3343, 4.2101, 0.3361], [0.0723, 0.1598, -0.0341], [2.1096, 0.8201, 0.3030], [0.0787, 1.3807, 0.0303], [-0.0024, 0.4635, 0.0495], [1.7603, -2.0103, 1.4958], [-2.0328, -3.4060, 5.9903], [-0.3138, -0.7781, -0.6822], [-0.4807, -0.0241, -0.1729], [0.0703, -0.1473, 0.4726], [-0.1348, -0.2340, 0.4404], [0.1602, -0.1580, -0.2093], [10.0687, -3.3824, -0.4710], [0.3567, -0.2032, -0.4850], [-0.1764, -0.1198, 0.1477], [-0.1308, 0.0919, 0.0017], [0.1532, -0.5155, -0.0473], [-2.9812, -0.0015, -0.5215], [-8.6593, 2.5964, -0.8135], [0.0088, -0.1726, -0.4894], [-0.1471, -0.2209, 0.0037], [-0.5971, -0.4331, -0.5995], [-0.5681, 0.1939, -0.0354]],
  "mulliken_charge": [0.76, -0.63, -0.47, 0.32, 0.00, 0.35, 0.27, -0.89, -0.33, 0.38, 0.39, 0.39, 0.20, -0.55, -0.46, 0.18, 0.34, 0.29, 0.28, -0.66, -0.44, 0.29, 0.45, 0.26, 0.29],
  "e_tot_ev": -28906.939,
  "fmax_ev_per_a": 10.63,
  "charge": 1,
  "lumo_energy_ev": -2.8,
  "de_lowest_kj_mol": 975.6,
  "homo_lumo_gap_ha": 0.4102
}